[1]
ORCA calculation (ωB97M-V/def2-TZVPD) on a structure of composition C2H3Br3ClP.

Last column: Löwdin charge in e.
CARTESIAN COORDINATES (ANGSTROEM)
C -0.87 0.59 -0.18  -0.322
C 0.59 0.47 0.06  -1.554
P 1.21 -1.26 0.31  0.089
Cl 1.61 0.99 -1.35  0.510
Br 1.19 1.37 1.78  0.580
Br -0.28 -1.92 1.77  0.281
Br 0.23 -2.13 -1.48  0.252
H -1.07 1.66 -0.23  0.070
H -1.32 -0.05 0.57  -0.020
H -1.29 0.28 -1.27  0.114

[2]
ORCA calculation (ωB97M-V/def2-TZVPD) on a structure of composition C33H33N8O6RbS.

Last column: Löwdin charge in e.
CARTESIAN COORDINATES (ANGSTROEM)
Rb 0.09 -0.93 -0.01  0.937
C 2.28 1.70 1.64  -0.069
N 1.58 0.60 2.28  -0.238
C 2.49 -0.46 2.67  -0.114
C 0.60 0.99 3.23  -0.191
C 0.69 0.64 4.57  -0.054
C -0.28 1.03 5.49  -0.144
C -1.34 1.81 5.06  -0.140
C -1.45 2.16 3.72  -0.052
C -0.52 1.74 2.75  -0.256
N -0.68 1.90 1.41  0.041
C -1.13 3.03 0.85  -0.261
C -1.09 4.32 1.44  -0.056
C -1.42 5.47 0.74  -0.154
C -1.83 5.40 -0.58  -0.158
C -1.92 4.15 -1.18  -0.065
C -1.59 2.98 -0.51  -0.194
N -1.67 1.71 -1.13  -0.216
C -1.68 1.67 -2.57  -0.106
C -2.71 0.86 -0.57  -0.109
H 3.01 2.16 2.34  0.085
H 1.56 2.45 1.32  0.078
H 2.81 1.34 0.76  0.067
H 3.20 -0.16 3.46  0.080
H 3.07 -0.75 1.80  0.084
H 1.93 -1.33 3.02  0.085
H 1.52 0.04 4.91  0.088
H -0.20 0.73 6.53  0.076
H -2.11 2.12 5.76  0.082
H -2.31 2.73 3.38  0.102
H -0.73 4.39 2.46  0.092
H -1.34 6.43 1.24  0.080
H -2.08 6.30 -1.13  0.070
H -2.25 4.08 -2.22  0.086
H -2.62 2.04 -3.02  0.076
H -1.55 0.64 -2.90  0.065
H -0.85 2.26 -2.96  0.095
H -3.72 1.21 -0.86  0.085
H -2.64 0.87 0.52  0.076
H -2.59 -0.17 -0.91  0.064
N 6.16 -5.07 -3.19  0.068
C 5.27 -3.98 -3.06  -0.336
C 5.27 -2.95 -4.00  -0.045
C 4.38 -1.90 -3.89  -0.065
C 3.48 -1.86 -2.84  -0.284
C 3.47 -2.88 -1.90  -0.044
C 4.36 -3.94 -2.01  -0.035
S 2.35 -0.50 -2.66  0.546
O 2.47 -0.10 -1.27  -0.435
O 2.71 0.48 -3.66  -0.324
N 0.87 -1.08 -2.80  -0.169
C 0.46 -1.65 -3.95  -0.466
N -0.85 -2.00 -3.98  0.116
C -1.29 -2.59 -5.07  -0.174
C -0.50 -2.87 -6.17  -0.101
C 0.83 -2.48 -6.05  -0.167
N 1.32 -1.89 -4.98  0.121
H 7.02 -4.82 -3.66  0.072
H 6.35 -5.53 -2.31  0.074
H 5.97 -2.99 -4.83  0.100
H 4.35 -1.10 -4.62  0.107
H 2.77 -2.84 -1.07  0.117
H 4.35 -4.73 -1.27  0.108
H -2.35 -2.86 -5.07  0.096
H -0.88 -3.35 -7.06  0.075
H 1.54 -2.66 -6.85  0.097
O -1.95 -2.38 1.27  -0.120
C -1.09 -2.99 1.93  -0.718
O 0.12 -3.17 1.66  -0.137
C -1.58 -3.60 3.26  -0.097
C -2.84 -3.28 3.74  -0.001
C -3.30 -3.80 4.94  -0.069
C -2.50 -4.66 5.67  -0.027
C -1.24 -4.97 5.18  -0.149
C -0.76 -4.45 3.99  0.063
N -0.40 -5.89 5.95  -0.358
O -0.84 -6.33 7.00  0.035
O 0.71 -6.17 5.51  0.064
H -3.44 -2.60 3.14  0.118
H -4.28 -3.53 5.32  0.098
H -2.82 -5.09 6.61  0.106
H 0.22 -4.68 3.62  0.125

Computed properties:
charge: -2

Table of HOMO-LUMO gap (eV), in record order: 9.9, 4.5
Table of LUMO energy (hartree), in record order: -0.00070, 0.13234
Table of total energy (eV), in record order: -234062.04072, -70454.13608